Entry 1:
{"formula": "C44H125N7O23", "method": "ωB97M-V/def2-TZVPD", "relative_energy_kcal_mol": 107.83, "symbols": ["C", "C", "O", "O", "H", "H", "H", "H", "H", "H", "C", "C", "O", "O", "H", "H", "H", "H", "H", "H", "C", "C", "O", "O", "H", "H", "H", "H", "H", "H", "C", "C", "O", "O", "H", "H", "H", "H", "H", "H", "C", "C", "O", "O", "H", "H", "H", "H", "H", "H", "C", "C", "O", "O", "H", "H", "H", "H", "H", "H", "C", "C", "O", "O", "H", "H", "H", "H", "H", "H", "C", "C", "O", "O", "H", "H", "H", "H", "H", "H", "C", "C", "C", "O", "C", "N", "H", "H", "H", "H", "H", "H", "H", "H", "H", "H", "H", "C", "C", "C", "O", "C", "N", "H", "H", "H", "H", "H", "H", "H", "H", "H", "H", "H", "C", "C", "C", "O", "C", "N", "H", "H", "H", "H", "H", "H", "H", "H", "H", "H", "H", "C", "C", "C", "O", "C", "N", "H", "H", "H", "H", "H", "H", "H", "H", "H", "H", "H", "C", "C", "C", "O", "C", "N", "H", "H", "H", "H", "H", "H", "H", "H", "H", "H", "H", "C", "C", "C", "O", "C", "N", "H", "H", "H", "H", "H", "H", "H", "H", "H", "H", "H", "C", "C", "C", "O", "C", "N", "H", "H", "H", "H", "H", "H", "H", "H", "H", "H", "H"], "xyz": [[-2.89, 1.52, 3.15], [-3.93, 2.67, 3.41], [-5.23, 2.12, 3.56], [-2.49, 0.78, 4.34], [-1.94, 1.96, 2.86], [-3.20, 0.87, 2.33], [-3.90, 3.34, 2.55], [-3.69, 3.18, 4.34], [-5.22, 1.47, 4.26], [-2.14, -0.06, 4.03], [-0.71, 2.71, -5.78], [-0.24, 1.80, -6.92], [-0.73, 0.49, -6.91], [-2.13, 2.96, -5.98], [-0.21, 3.67, -5.72], [-0.40, 2.29, -4.82], [0.83, 1.63, -6.90], [-0.32, 2.18, -7.93], [-1.51, 0.50, -7.47], [-2.61, 2.12, -5.96], [5.43, -0.55, -0.03], [5.04, -0.48, -1.52], [5.32, -1.75, -2.13], [4.94, -1.68, 0.71], [5.18, 0.40, 0.44], [6.49, -0.81, -0.09], [5.45, 0.38, -2.05], [3.97, -0.28, -1.62], [4.53, -2.11, -2.55], [5.23, -2.54, 0.40], [1.18, 0.30, 7.56], [1.71, 1.22, 6.44], [2.89, 1.82, 6.95], [0.59, 0.87, 8.70], [2.05, -0.30, 7.84], [0.46, -0.44, 7.20], [0.96, 1.96, 6.13], [1.86, 0.52, 5.62], [2.84, 2.75, 7.18], [-0.23, 1.24, 8.38], [4.44, -1.41, 5.53], [4.58, -1.01, 4.05], [4.40, -2.12, 3.19], [5.50, -2.34, 5.88], [3.56, -1.96, 5.83], [4.63, -0.68, 6.31], [5.52, -0.52, 3.77], [3.86, -0.20, 3.90], [4.58, -1.88, 2.28], [5.37, -3.07, 5.27], [-6.00, 2.80, 0.05], [-5.71, 1.27, 0.07], [-5.44, 0.74, -1.23], [-6.60, 3.20, 1.31], [-6.58, 3.13, -0.81], [-5.03, 3.30, 0.03], [-6.50, 0.74, 0.61], [-4.85, 1.22, 0.74], [-6.22, 0.83, -1.78], [-6.09, 2.98, 2.10], [-3.80, 0.48, -4.02], [-2.89, -0.65, -3.59], [-1.53, -0.32, -4.00], [-3.70, 0.74, -5.49], [-3.54, 1.41, -3.51], [-4.82, 0.35, -3.65], [-3.14, -1.64, -3.96], [-2.95, -0.73, -2.50], [-1.51, -0.11, -4.94], [-3.90, -0.10, -5.92], [3.81, 2.92, -2.93], [2.67, 2.29, -3.72], [2.33, 1.01, -3.20], [4.14, 4.17, -3.53], [4.69, 2.29, -3.04], [3.47, 3.03, -1.90], [2.98, 2.01, -4.73], [1.82, 2.97, -3.70], [1.98, 0.40, -3.86], [4.86, 4.49, -2.98], [0.63, -3.07, -3.91], [1.31, -2.27, -5.09], [0.68, -2.71, -6.42], [1.53, -2.17, -7.45], [1.08, -2.40, -8.80], [1.12, -0.89, -4.91], [-0.39, -2.72, -3.78], [1.29, -2.94, -3.06], [0.54, -4.14, -4.13], [2.35, -2.60, -5.14], [-0.35, -2.52, -6.70], [0.74, -3.80, -6.50], [1.85, -2.04, -9.48], [0.21, -1.80, -9.09], [0.87, -3.44, -9.04], [0.92, -0.69, -5.88], [0.21, -0.77, -4.50], [-2.55, -6.22, -2.01], [-1.36, -6.17, -1.03], [-1.71, -5.44, 0.25], [-2.39, -4.25, 0.04], [-1.74, -3.11, -0.41], [-1.02, -7.59, -0.80], [-3.41, -6.75, -1.59], [-2.45, -6.59, -3.03], [-2.92, -5.23, -2.30], [-0.52, -5.57, -1.36], [-0.86, -5.28, 0.93], [-2.44, -6.07, 0.76], [-0.67, -3.29, -0.36], [-1.92, -2.20, 0.17], [-2.07, -3.00, -1.44], [-1.32, -8.17, -1.56], [-0.04, -7.54, -1.04], [-3.62, 4.41, -2.47], [-2.48, 5.36, -2.51], [-1.98, 5.71, -1.09], [-2.93, 6.47, -0.39], [-2.56, 6.95, 0.90], [-1.38, 4.69, -3.27], [-3.81, 3.98, -3.45], [-4.46, 4.97, -2.05], [-3.44, 3.64, -1.72], [-2.73, 6.24, -3.11], [-1.05, 6.26, -1.24], [-1.77, 4.76, -0.59], [-3.44, 7.35, 1.41], [-1.88, 7.80, 0.97], [-2.08, 6.14, 1.44], [-1.13, 3.85, -2.77], [-1.66, 4.29, -4.15], [-1.49, 1.30, -0.20], [-0.26, 1.94, -0.75], [1.06, 1.14, -0.37], [1.18, 1.33, 1.01], [2.25, 0.62, 1.66], [-0.43, 2.06, -2.20], [-1.20, 1.12, 0.84], [-1.75, 0.37, -0.70], [-2.40, 1.89, -0.24], [-0.20, 2.96, -0.38], [1.99, 1.60, -0.70], [1.08, 0.10, -0.68], [2.19, 1.00, 2.68], [3.13, 0.98, 1.13], [2.20, -0.47, 1.63], [0.50, 1.94, -2.57], [-0.85, 1.24, -2.63], [2.04, -4.36, 4.74], [1.22, -5.02, 3.59], [1.93, -4.90, 2.23], [1.69, -3.53, 1.68], [2.10, -3.38, 0.35], [1.03, -6.35, 3.91], [2.92, -5.00, 4.87], [1.43, -4.39, 5.64], [2.38, -3.33, 4.68], [0.27, -4.50, 3.47], [1.61, -5.57, 1.44], [2.98, -5.07, 2.45], [3.12, -3.66, 0.12], [1.92, -2.33, 0.14], [1.49, -4.04, -0.28], [1.83, -6.93, 3.69], [0.39, -6.74, 3.24], [-4.31, -1.93, 2.32], [-3.75, -2.95, 3.27], [-2.15, -2.84, 3.39], [-1.56, -1.70, 4.03], [-0.12, -1.59, 4.02], [-4.25, -2.89, 4.62], [-4.33, -0.93, 2.76], [-5.31, -2.22, 2.01], [-3.64, -1.98, 1.47], [-3.85, -3.93, 2.81], [-1.66, -3.03, 2.44], [-1.84, -3.66, 4.04], [0.21, -0.64, 4.43], [0.15, -1.65, 2.96], [0.38, -2.36, 4.59], [-5.19, -3.25, 4.51], [-3.71, -3.57, 5.13], [4.89, 2.90, 2.49], [3.82, 3.87, 1.89], [2.73, 4.54, 2.95], [1.73, 5.34, 2.28], [0.87, 4.65, 1.43], [4.43, 4.91, 1.17], [5.67, 3.50, 2.96], [5.43, 2.41, 1.67], [4.52, 2.15, 3.19], [3.12, 3.30, 1.28], [3.27, 5.21, 3.61], [2.25, 3.70, 3.45], [1.41, 4.50, 0.49], [-0.02, 5.26, 1.27], [0.56, 3.69, 1.84], [3.66, 5.42, 0.75], [4.87, 5.57, 1.79]]}

Entry 2:
{"formula": "C48H111AsF18N4O2P4", "method": "ωB97M-V/def2-TZVPD", "relative_energy_kcal_mol": 0.00, "charge": 2, "symbols": ["As", "F", "F", "F", "F", "F", "F", "C", "N", "C", "C", "C", "C", "O", "H", "H", "H", "H", "H", "H", "H", "H", "H", "H", "H", "H", "H", "H", "C", "N", "C", "C", "C", "C", "O", "H", "H", "H", "H", "H", "H", "H", "H", "H", "H", "H", "H", "H", "H", "C", "C", "N", "C", "C", "N", "C", "C", "H", "H", "H", "H", "H", "H", "H", "H", "H", "H", "H", "C", "C", "C", "C", "P", "C", "C", "C", "C", "C", "C", "C", "C", "C", "C", "C", "C", "H", "H", "H", "H", "H", "H", "H", "H", "H", "H", "H", "H", "H", "H", "H", "H", "H", "H", "H", "H", "H", "H", "H", "H", "H", "H", "H", "H", "H", "H", "H", "H", "H", "H", "H", "H", "C", "C", "C", "C", "P", "C", "C", "C", "C", "C", "C", "C", "C", "C", "C", "C", "C", "H", "H", "H", "H", "H", "H", "H", "H", "H", "H", "H", "H", "H", "H", "H", "H", "H", "H", "H", "H", "H", "H", "H", "H", "H", "H", "H", "H", "H", "H", "H", "H", "H", "H", "H", "H", "P", "F", "F", "F", "F", "F", "F", "P", "F", "F", "F", "F", "F", "F"], "xyz": [[-1.08, 1.76, 0.50], [0.12, 2.20, -0.71], [-1.94, 3.26, 0.00], [-2.32, 1.28, 1.70], [-0.16, 0.23, 0.81], [-0.20, 2.70, 1.77], [-1.91, 0.89, -0.78], [-4.06, 3.77, -4.76], [-3.67, 2.99, -3.45], [-3.65, 1.48, -3.74], [-2.26, 3.60, -3.08], [-4.54, 3.37, -2.27], [-6.02, 2.95, -2.24], [-6.59, 3.43, -3.35], [-5.00, 3.30, -5.05], [-3.32, 3.77, -5.56], [-4.18, 4.84, -4.60], [-4.69, 1.16, -3.69], [-3.22, 1.08, -2.82], [-3.19, 1.27, -4.70], [-1.77, 2.98, -2.33], [-2.32, 4.65, -2.78], [-1.63, 3.71, -3.97], [-4.36, 4.44, -2.16], [-4.15, 2.92, -1.36], [-6.55, 3.49, -1.45], [-6.25, 1.89, -2.16], [-7.39, 3.90, -3.10], [-0.62, -3.47, 4.00], [-1.10, -2.14, 3.61], [-1.36, -2.34, 2.05], [-2.48, -1.93, 4.31], [-0.21, -0.87, 3.76], [0.32, -0.65, 5.19], [1.49, -1.52, 5.22], [0.39, -3.44, 3.58], [-1.27, -4.25, 3.62], [-0.52, -3.66, 5.07], [-2.05, -3.17, 1.88], [-0.44, -2.58, 1.53], [-1.85, -1.47, 1.62], [-2.25, -1.65, 5.33], [-3.13, -2.81, 4.25], [-2.95, -1.08, 3.82], [-0.83, -0.01, 3.49], [0.61, -1.08, 3.08], [-0.32, -0.84, 6.05], [0.73, 0.36, 5.29], [2.21, -1.12, 5.71], [-4.56, 8.27, -0.05], [-5.45, 7.46, 0.93], [-4.76, 6.23, 1.41], [-3.46, 5.96, 1.69], [-3.28, 4.68, 2.16], [-4.49, 4.03, 2.01], [-5.35, 5.00, 1.47], [-4.93, 2.67, 2.41], [-3.69, 8.61, 0.52], [-4.93, 9.12, -0.64], [-4.30, 7.53, -0.81], [-6.49, 7.45, 0.62], [-5.32, 8.07, 1.83], [-2.86, 6.85, 1.55], [-2.60, 4.04, 2.70], [-6.42, 4.85, 1.53], [-6.00, 2.47, 2.40], [-4.42, 2.37, 3.33], [-4.47, 2.04, 1.64], [4.72, -3.43, 0.02], [5.07, -2.38, 1.10], [3.70, -1.73, 1.51], [3.87, -0.71, 2.69], [4.84, 0.80, 2.27], [4.40, 1.47, 0.58], [5.09, 2.73, 0.03], [4.61, 3.05, -1.34], [5.44, 4.31, -1.82], [4.45, 2.18, 3.51], [3.04, 2.76, 3.51], [2.91, 4.03, 4.41], [1.62, 4.87, 4.19], [6.58, 0.36, 2.20], [7.48, 0.71, 3.43], [9.00, 0.26, 3.34], [9.91, 0.89, 2.33], [3.84, -4.04, 0.24], [5.51, -4.18, 0.05], [4.57, -2.97, -0.96], [5.86, -1.82, 0.61], [5.51, -3.04, 1.85], [2.99, -2.48, 1.85], [3.21, -1.26, 0.66], [4.26, -1.08, 3.64], [2.83, -0.47, 2.89], [3.31, 1.53, 0.50], [4.74, 0.73, -0.14], [6.17, 2.75, 0.09], [4.77, 3.58, 0.63], [3.55, 3.28, -1.45], [4.85, 2.19, -1.97], [6.51, 4.18, -1.97], [5.19, 5.19, -1.22], [5.09, 4.65, -2.79], [5.17, 2.96, 3.28], [4.61, 1.79, 4.51], [2.36, 1.94, 3.75], [2.73, 3.18, 2.55], [3.77, 4.68, 4.27], [3.09, 3.73, 5.44], [0.73, 4.27, 3.96], [1.64, 5.45, 3.27], [1.35, 5.52, 5.02], [7.03, 0.97, 1.42], [6.83, -0.70, 2.22], [6.90, 0.37, 4.30], [7.51, 1.79, 3.54], [8.99, -0.80, 3.10], [9.47, 0.32, 4.32], [10.00, 1.82, 2.89], [9.47, 1.11, 1.36], [10.95, 0.61, 2.19], [3.30, -5.92, -4.37], [2.19, -6.85, -3.76], [0.78, -6.28, -4.00], [0.51, -5.26, -2.83], [-0.95, -4.21, -3.00], [-1.10, -3.61, -4.76], [-2.19, -2.48, -4.88], [-2.53, -2.01, -6.27], [-1.65, -0.80, -6.72], [-2.40, -5.11, -2.40], [-2.24, -5.43, -0.84], [-3.02, -6.59, -0.30], [-2.45, -7.99, -0.82], [-0.69, -2.81, -1.77], [0.16, -1.60, -2.24], [1.63, -1.92, -2.49], [2.42, -0.65, -2.96], [4.33, -6.26, -4.41], [3.24, -5.05, -3.71], [3.09, -5.62, -5.40], [2.30, -6.96, -2.68], [2.28, -7.88, -4.12], [0.03, -7.05, -3.85], [0.58, -5.84, -4.98], [1.43, -4.69, -2.71], [0.21, -5.77, -1.92], [-1.32, -4.40, -5.47], [-0.12, -3.20, -4.98], [-2.13, -1.66, -4.16], [-3.13, -2.89, -4.50], [-3.57, -1.73, -6.39], [-2.34, -2.77, -7.02], [-0.66, -1.08, -7.05], [-1.42, -0.17, -5.86], [-2.13, -0.32, -7.57], [-2.47, -6.07, -2.90], [-3.35, -4.59, -2.53], [-2.69, -4.59, -0.31], [-1.24, -5.50, -0.42], [-4.02, -6.35, -0.66], [-3.04, -6.49, 0.79], [-2.59, -8.22, -1.87], [-2.99, -8.85, -0.41], [-1.38, -8.11, -0.66], [-0.35, -3.06, -0.77], [-1.69, -2.39, -1.66], [0.08, -1.01, -1.33], [-0.39, -1.20, -3.09], [1.65, -2.66, -3.30], [2.18, -2.32, -1.64], [2.54, 0.14, -2.22], [2.03, -0.18, -3.87], [3.46, -0.93, -3.15], [-5.31, -1.81, -1.25], [-6.47, -0.76, -1.73], [-4.23, -0.56, -1.58], [-5.65, -1.40, 0.28], [-4.12, -2.88, -0.86], [-6.56, -2.86, -0.98], [-5.25, -2.29, -2.87], [-1.78, 2.37, 5.75], [-2.79, 2.51, 7.06], [-2.59, 1.06, 5.33], [-2.90, 3.38, 5.13], [-1.00, 2.20, 4.36], [-0.97, 3.72, 6.13], [-0.90, 1.33, 6.67]]}

Entry 3:
{"formula": "C7H29NO7", "method": "ωB97M-V/def2-TZVPD", "charge": -1, "spin_multiplicity": 2, "symbols": ["C", "C", "C", "C", "C", "C", "C", "N", "H", "H", "H", "H", "H", "H", "H", "H", "H", "H", "H", "H", "H", "H", "H", "H", "H", "O", "H", "H", "O", "H", "H", "O", "H", "H", "O", "H", "H", "O", "H", "H", "O", "H", "H", "O"], "xyz": [[-0.32, -1.18, 1.91], [-0.56, -1.67, 0.49], [0.41, -0.98, -0.48], [0.03, 0.45, -0.85], [0.92, 0.91, -2.04], [2.32, 1.23, -1.55], [2.99, 2.22, -2.11], [-0.51, -3.13, 0.35], [-1.12, -0.55, 2.32], [-0.25, -2.06, 2.56], [0.64, -0.68, 2.04], [-1.60, -1.44, 0.24], [1.43, -1.19, -0.14], [0.50, -1.59, -1.39], [-1.02, 0.53, -1.08], [0.30, 1.07, 0.01], [0.89, 0.07, -2.75], [0.35, 1.67, -2.57], [2.58, 0.78, -0.60], [3.79, 2.84, -1.70], [2.73, 2.53, -3.11], [-0.76, -3.42, -0.58], [0.38, -3.47, 0.69], [-2.78, 2.80, 0.85], [-1.42, 2.87, 1.45], [-1.84, 2.70, 0.60], [0.82, 3.20, 2.11], [1.06, 1.70, 2.23], [0.35, 2.36, 2.13], [2.23, 0.56, 3.10], [2.88, -0.34, 2.03], [2.77, 0.59, 2.29], [-3.09, -2.98, 0.75], [-3.57, -1.76, 1.48], [-3.85, -2.39, 0.81], [3.03, -2.57, 2.24], [3.78, -2.72, 0.91], [2.97, -2.34, 1.30], [-4.22, -0.07, -2.08], [-3.52, -0.70, -3.35], [-3.38, -0.36, -2.46], [-1.62, 2.63, -1.66], [-2.56, 1.56, -1.99], [-2.16, 2.34, -2.39]]}

Entry 4:
{"formula": "C12H21NO", "method": "ωB97M-V/def2-TZVPD", "relative_energy_kcal_mol": 95.24, "smiles": "CO/C(=C(\\C#N)C(C)(C)C)C(C)(C)C", "symbols": ["C", "O", "C", "C", "C", "N", "C", "C", "C", "C", "C", "C", "C", "C", "H", "H", "H", "H", "H", "H", "H", "H", "H", "H", "H", "H", "H", "H", "H", "H", "H", "H", "H", "H", "H"], "xyz": [[1.00, 2.79, -0.86], [0.76, 2.08, 0.38], [0.45, 0.76, 0.25], [-0.89, 0.52, 0.15], [-1.54, 1.73, 0.14], [-2.25, 2.61, 0.14], [-1.82, -0.74, 0.03], [-3.18, -0.21, -0.58], [-1.28, -1.87, -0.88], [-2.23, -1.22, 1.39], [1.70, -0.08, 0.27], [2.86, 0.62, 0.81], [1.45, -1.28, 1.17], [2.13, -0.37, -1.22], [1.45, 3.84, -0.52], [0.10, 2.90, -1.46], [1.89, 2.30, -1.41], [-3.72, -1.09, -1.00], [-2.90, 0.42, -1.46], [-3.87, 0.17, 0.10], [-1.79, -2.79, -0.62], [-0.25, -2.04, -0.62], [-1.50, -1.64, -1.94], [-2.52, -0.19, 1.71], [-1.53, -1.66, 2.12], [-3.01, -1.91, 1.23], [3.76, -0.02, 0.68], [3.14, 1.51, 0.12], [2.70, 1.07, 1.87], [0.50, -1.89, 1.07], [2.30, -2.02, 1.09], [1.44, -0.98, 2.26], [1.39, -0.98, -1.72], [2.26, 0.62, -1.68], [3.00, -0.96, -1.02]]}

What DFT total energy values result from the calculations? In sequence: -105166.613; -208537.907; -23550.715; -16318.947 eV.